ORCA calculation (ωB97M-V with the def2-TZVPD basis set) on a cluster of 4 separate species, C12H33IN3O3 in total.

Cartesian coordinates (Å):
I: 21.62753 -10.71860 18.65858
C: 22.41822 -4.71735 18.96602
C: 22.67832 -6.14384 18.51012
C: 24.14240 -6.34520 18.13122
O: 24.38639 -5.80060 16.84661
C: 25.62687 -6.18890 16.34952
N: 22.38332 -7.10463 19.58894
H: 21.44311 -4.64212 19.45558
H: 22.34836 -4.08343 18.07848
H: 23.18505 -4.37447 19.65723
H: 22.10363 -6.35172 17.59622
H: 24.42052 -7.40514 18.18497
H: 24.77547 -5.83130 18.87953
H: 26.43709 -5.93351 17.04997
H: 25.79263 -5.67168 15.40632
H: 25.66879 -7.27318 16.17571
H: 21.41490 -6.97309 19.88171
H: 22.33670 -8.05071 19.18995
C: 25.52276 -13.97028 18.06724
C: 25.31771 -13.85967 19.56518
C: 26.31402 -12.91434 20.18132
O: 27.61849 -13.48990 20.16368
C: 28.58881 -12.62528 20.68243
N: 23.96638 -13.39012 19.92868
H: 26.54089 -14.28511 17.80846
H: 25.35329 -13.00114 17.59087
H: 24.84058 -14.70372 17.63396
H: 25.47244 -14.85076 20.00139
H: 26.00086 -12.71752 21.22044
H: 26.29823 -11.92685 19.69232
H: 28.37818 -11.57994 20.41482
H: 29.54806 -12.87820 20.22851
H: 28.64428 -12.69548 21.77419
H: 23.67504 -12.64910 19.28965
H: 23.30116 -14.13804 19.76413
C: 25.44019 -9.35047 20.79791
C: 24.64174 -9.52482 22.07726
C: 25.09784 -8.52562 23.12392
O: 26.50476 -8.54024 23.26128
C: 26.99653 -7.34941 23.79946
N: 23.19491 -9.34620 21.88900
H: 25.59621 -8.29481 20.55754
H: 24.95411 -9.85176 19.95638
H: 26.44280 -9.79717 20.85205
H: 24.82478 -10.53142 22.46818
H: 24.62488 -8.72336 24.10071
H: 24.72342 -7.52159 22.85337
H: 28.08332 -7.38443 23.82115
H: 26.62762 -7.18997 24.82578
H: 26.67602 -6.48492 23.20116
H: 23.08264 -8.35768 21.63952
H: 22.96434 -9.77194 20.98629

Calculated values
**E_tot**: -1164.74428 Eh
**LUMO**: 2.80 eV
**Net charge**: -1
**Gap between HOMO and LUMO**: 7.035 eV
**Multiplicity**: 1

Let us look at the natural (NBO) charges, expressed in e, one per atom: -0.950 -0.610 -0.072 -0.060 -0.545 -0.240 -0.871 0.201 0.210 0.201 0.176 0.184 0.151 0.155 0.181 0.168 0.354 0.403 -0.622 -0.077 -0.066 -0.553 -0.241 -0.842 0.204 0.209 0.202 0.180 0.178 0.167 0.167 0.177 0.163 0.389 0.353 -0.630 -0.079 -0.057 -0.544 -0.237 -0.843 0.196 0.226 0.199 0.183 0.169 0.154 0.182 0.154 0.161 0.352 0.392

=====

ORCA calculation (ωB97M-V with the def2-TZVPD basis set) on a cluster of 22 separate species, C12H67BO24 in total at a distorted geometry.

Cartesian coordinates (Å):
C: 2.50217 0.52556 0.85384
C: 2.25690 -0.03276 -0.61698
C: 1.17497 0.85673 -1.32936
B: -0.35346 0.41279 -1.00971
C: -1.48393 1.29088 -1.76486
C: -1.59282 2.69786 -1.02733
C: -2.87284 2.79830 -0.10160
C: -2.50193 2.87323 1.42800
O: -3.24784 3.97256 2.03578
C: -0.65087 -0.81154 -0.01006
C: -2.12112 -1.33682 0.06867
O: -3.05274 -0.38372 0.64672
C: -4.36087 -0.86534 0.65123
O: -4.65086 -1.71893 1.47200
C: -5.49266 -0.34840 -0.28022
C: -5.06761 -0.03602 -1.76103
H: 3.58556 0.72945 1.04673
H: 1.97147 1.49711 0.92121
H: 2.12316 -0.21191 1.59757
H: 3.20570 0.08622 -1.19060
H: 2.02667 -1.12114 -0.62243
H: 1.24491 1.94099 -1.05278
H: 1.27056 0.76232 -2.44886
H: -1.05184 1.50548 -2.78159
H: -2.45597 0.76564 -1.87447
H: -0.65035 2.94431 -0.47241
H: -1.71794 3.50806 -1.80348
H: -3.42025 3.74333 -0.34746
H: -3.53830 1.94521 -0.35589
H: -1.40861 3.07142 1.56190
H: -2.79225 1.90198 1.89121
H: -3.86652 3.53531 2.64652
H: -0.04115 -1.67973 -0.39160
H: -0.31059 -0.61103 1.03953
H: -2.10459 -2.25423 0.71962
H: -2.54654 -1.66152 -0.91783
H: -5.93666 0.55920 0.19385
H: -6.25610 -1.15561 -0.31861
H: -4.17861 -0.64703 -2.04904
H: -4.83912 1.04982 -1.91477
H: -5.93176 -0.25315 -2.43615
O: 4.84121 -1.40938 -0.91580
H: 5.47827 -0.98915 -1.51024
H: 5.33363 -2.13889 -0.51755
O: 3.07632 -4.26151 -0.90447
H: 3.71255 -4.84184 -1.34096
H: 3.48661 -3.38309 -0.94799
O: 1.66808 -1.98353 -3.01322
H: 1.55335 -2.87736 -2.66519
H: 0.80314 -1.57371 -2.89767
O: 1.02625 2.73243 2.55611
H: 0.35273 2.30378 3.09981
H: 1.16121 3.59132 2.98060
O: 5.41625 -3.68253 1.02798
H: 4.57730 -3.96578 0.63893
H: 5.41037 -4.06530 1.91325
O: -1.93635 5.66716 -1.76182
H: -2.21087 6.42702 -2.29055
H: -2.13524 5.93139 -0.85487
O: 1.18682 5.86946 3.15213
H: 0.38857 6.33162 2.87042
H: 1.81056 6.01589 2.43067
O: 4.04171 -3.02069 3.30267
H: 3.78369 -2.26585 2.75628
H: 3.81463 -2.74720 4.20103
O: -2.59821 4.81138 -4.55636
H: -2.45658 4.78444 -3.60010
H: -2.20237 5.64516 -4.83361
O: 6.23179 0.69631 -2.56816
H: 5.44199 1.17746 -2.84466
H: 6.85084 0.82797 -3.29704
O: 5.42029 -2.17105 -4.27939
H: 4.73746 -2.57186 -3.72848
H: 5.58178 -1.31775 -3.86038
O: 6.93633 -2.31176 4.17075
H: 7.56019 -2.77522 3.60135
H: 6.10539 -2.32522 3.67324
O: -5.72095 -3.22862 -1.98769
H: -6.58279 -3.52692 -2.31382
H: -5.67852 -3.57629 -1.08858
O: -8.81062 -3.74235 -2.72428
H: -9.40818 -3.06059 -2.38305
H: -9.33068 -4.55237 -2.68047
O: 6.18835 -1.28664 6.69783
H: 6.54305 -1.39247 5.80110
H: 6.75908 -0.61884 7.09655
O: -1.54366 0.50793 3.41270
H: -2.39461 0.22934 3.04897
H: -1.51899 0.10455 4.28855
O: 5.97263 1.46638 7.51841
H: 5.35970 2.13157 7.85090
H: 5.45275 0.65103 7.50417
O: 2.14026 -1.01423 4.14576
H: 1.53854 -0.33636 4.47420
H: 1.61162 -1.82169 4.13125
O: -4.52773 -5.44670 -4.14107
H: -5.12248 -4.76724 -3.79707
H: -5.04652 -6.25778 -4.09850
O: 7.39075 2.83215 -4.11163
H: 7.59255 3.51897 -4.75759
H: 8.18245 2.78092 -3.56240
O: -11.23672 -2.20552 -2.58134
H: -11.51452 -1.47095 -3.14137
H: -11.40979 -1.89623 -1.68349

Calculated values
**E_tot**: -2327.95355 Eh
**LUMO**: 0.09 eV
**Gap between HOMO and LUMO**: 9.326 eV
**Multiplicity**: 1

These are the Mulliken partial charges, in e, on atoms 1 to 99: -0.688 0.935 -1.308 0.266 -0.316 0.070 0.639 0.135 -0.593 -0.245 -1.022 0.265 0.204 -0.632 -0.218 -0.865 0.243 0.051 0.114 -0.160 -0.269 0.494 0.390 0.402 -0.043 0.239 -0.580 0.468 -0.896 -0.129 0.199 0.365 0.254 0.129 0.360 0.422 0.308 0.364 0.048 0.295 0.427 -0.370 0.188 0.280 -0.659 0.338 0.234 -0.583 0.325 0.268 -0.547 0.201 0.275 -0.649 0.340 0.296 -0.608 0.285 0.287 -0.649 0.320 0.324 -0.630 0.377 0.289 -0.654 0.391 0.299 -0.648 0.298 0.291 -0.633 0.317 0.343 -0.709 0.303 0.338 -0.577 0.305 0.296 -0.641 0.344 0.307 -0.653 0.368 0.357 -0.492 0.219 0.253 -0.627 0.299 0.330 -0.624 0.227 0.328 -0.630 0.324 0.302 -0.581

=====

ORCA calculation (ωB97M-V with the def2-TZVPD basis set) on a cluster of 2 separate species, C4H8NO3 in total at a distorted geometry.

Cartesian coordinates (Å):
C: 2.91022 -0.26820 -1.63256
C: 1.40513 -0.00315 -1.37381
O: 1.11141 1.02694 -0.71790
O: 0.64182 -0.90463 -1.78080
H: 3.27097 -0.94918 -0.87082
H: 3.51295 0.65074 -1.46823
H: 3.08890 -0.43374 -2.69008
C: -1.13781 1.36017 1.21422
C: -1.68304 0.03067 1.45745
O: -2.71637 -0.20540 2.07087
N: -0.95291 -1.03236 0.93152
H: -1.49706 -1.88672 0.91732
H: -0.46410 -0.80980 0.05883
H: -0.32386 1.69856 1.87664
H: -1.74103 2.27029 1.29929
H: -0.57212 1.41823 0.27992

Calculated values
**E_tot**: -437.78208 Eh
**LUMO**: 4.07 eV
**Net charge**: -1
**Gap between HOMO and LUMO**: 8.784 eV
**Multiplicity**: 1

Let us look at the natural (NBO) charges, expressed in e, one per atom: -0.738 0.769 -0.796 -0.793 0.210 0.188 0.202 -0.779 0.675 -0.664 -0.844 0.375 0.434 0.239 0.214 0.307

=====

ORCA calculation (ωB97M-V with the def2-TZVPD basis set) on a structure of composition C39H45InN5O at a distorted geometry.

Cartesian coordinates (Å):
In: -0.81689 0.19075 -0.69511
N: 0.91171 -2.86002 1.56261
N: 0.73573 -1.95258 -1.97311
C: 1.32218 2.46484 -1.09855
C: 2.41255 1.61406 -0.76786
C: 2.26246 1.19803 0.58880
C: 3.08524 0.20397 1.32336
H: 3.81936 -0.27186 0.65196
H: 2.42620 -0.59251 1.71836
H: 3.64543 0.64075 2.17565
C: 1.09507 1.82787 1.10323
C: 0.55665 1.70577 2.45603
H: 1.05725 2.32374 3.22152
H: 0.70656 0.65237 2.69842
H: -0.52705 1.89424 2.46895
C: 0.45251 2.53128 0.03803
C: -0.84210 3.25664 0.14864
H: -1.54993 2.70526 0.79023
H: -1.31712 3.37380 -0.83691
H: -0.72364 4.26062 0.59243
C: 3.48275 1.17233 -1.69337
H: 4.42149 1.76130 -1.60448
H: 3.11960 1.25361 -2.73204
H: 3.70854 0.11250 -1.48259
C: 1.04915 3.10170 -2.40804
H: -0.04299 3.19531 -2.53658
H: 1.44267 2.45864 -3.21253
H: 1.49399 4.11643 -2.50580
C: 0.20805 -3.40806 2.53306
H: 0.68971 -3.46249 3.50889
C: -1.07346 -3.94835 2.38840
H: -1.54823 -4.40683 3.25431
C: -1.65988 -3.89601 1.12840
H: -2.64158 -4.32200 0.95627
C: -0.96534 -3.31675 0.07703
H: -1.42384 -3.09824 -0.88802
C: 0.35026 -2.80527 0.31645
C: 1.13901 -2.15794 -0.65413
H: 2.14584 -1.81676 -0.40029
C: 0.19732 -0.75455 -2.39607
C: 0.77864 -2.84462 -3.04622
H: 0.97878 -3.87489 -2.88904
C: 0.46807 -2.15687 -4.14016
H: 0.39565 -2.49047 -5.14498
N: 0.17584 -0.84193 -3.76394
C: -0.00796 0.27921 -4.65253
C: 1.01139 0.67174 -5.55056
C: 0.81214 1.79050 -6.37603
H: 1.58551 2.10600 -7.08017
C: -0.37527 2.52104 -6.33658
C: -0.62923 3.66159 -7.28526
H: -1.17601 4.47507 -6.78643
H: -1.23314 3.34366 -8.15109
H: 0.32302 4.04906 -7.66691
C: -1.35269 2.14577 -5.41823
H: -2.29202 2.69587 -5.36845
C: -1.18344 1.04095 -4.57044
C: -2.24076 0.71178 -3.57215
H: -2.36839 -0.37127 -3.45721
H: -3.17602 1.17128 -3.91293
H: -2.02796 1.16610 -2.57510
C: 2.33210 -0.02109 -5.59179
H: 2.25169 -0.95277 -6.16595
H: 2.70671 -0.26751 -4.58965
H: 3.07067 0.63093 -6.08246
C: -2.37888 -0.32290 5.86432
N: -2.32712 -0.62749 4.46614
N: -1.12478 -0.70035 3.82473
C: -1.39948 -0.66591 2.46303
O: -0.50152 -0.59077 1.57011
C: -2.81463 -0.54804 2.33053
C: -3.33224 -0.41051 3.59017
C: -4.71478 -0.03147 3.99272
C: 0.01381 -1.19290 4.58664
C: -0.24546 -2.17851 5.52826
C: 0.70798 -2.57120 6.46443
C: 1.99488 -2.03961 6.41385
C: 2.31169 -1.10922 5.43046
C: 1.32106 -0.69895 4.53421
H: -3.35879 0.13635 6.00046
H: -1.57378 0.36062 6.15947
H: -2.33945 -1.26110 6.41874
H: -3.36590 -0.49479 1.40400
H: -5.23727 -0.76965 4.62275
H: -4.78963 0.94561 4.50152
H: -5.30293 0.07048 3.06768
H: -1.23122 -2.62085 5.54322
H: 0.41595 -3.27531 7.23865
H: 2.73550 -2.35813 7.14155
H: 3.32014 -0.69263 5.38087
H: 1.58433 0.06247 3.82021

Calculated values
**E_tot**: -2052.15284 Eh
**LUMO**: 2.33 eV
**Net charge**: -1
**Gap between HOMO and LUMO**: 4.720 eV
**Multiplicity**: 1

Let us look at the Mulliken charges, expressed in e, one per atom: 0.519 -0.560 1.095 0.695 0.441 0.791 -1.446 0.370 0.289 0.277 0.183 1.149 0.409 -1.760 0.146 -0.627 -1.022 0.172 0.297 0.271 -1.609 0.279 0.256 0.343 -0.964 0.069 -0.013 0.310 -0.514 0.816 -0.590 0.393 -0.760 0.382 -0.417 0.390 1.515 -1.623 0.029 -0.952 -0.839 0.550 -0.713 0.671 0.991 -0.400 1.478 -0.968 0.300 0.840 -1.518 0.362 0.288 0.369 -1.028 0.361 1.592 -1.796 0.334 0.532 -0.074 -1.922 0.392 0.308 0.399 -1.151 -0.262 1.479 -0.967 0.020 -1.298 0.808 -1.940 0.023 0.399 -1.051 -0.514 -0.995 -0.136 0.512 0.252 0.338 0.422 0.341 0.399 0.387 0.646 0.370 0.386 0.448 0.540

=====

ORCA calculation (ωB97M-V with the def2-TZVPD basis set) on a cluster of 2 separate species, C2H8N3O2 in total at a distorted geometry.

Cartesian coordinates (Å):
C: 2.19214 1.05585 -0.91071
C: -2.55840 -1.30093 0.22049
N: 3.05252 0.17348 -0.34303
N: 0.87221 0.98373 -0.09779
N: 0.78743 0.20295 0.86706
O: 2.28035 1.73404 -1.85739
O: -2.34561 0.07376 0.67974
H: -3.43198 -1.71392 0.78686
H: -1.79270 -1.93909 0.56605
H: -2.66304 -1.28836 -0.82318
H: 2.69516 -0.34082 0.44163
H: 3.93279 0.05433 -0.71112
H: 0.09076 1.58636 -0.46413
H: -0.06088 0.11528 1.31077
H: -3.05076 0.60334 0.33475

Calculated values
**E_tot**: -395.41145 Eh
**LUMO**: -7.19 eV
**Net charge**: +1
**Gap between HOMO and LUMO**: 7.439 eV
**Multiplicity**: 1

Let us look at the natural (NBO) charges, expressed in e, one per atom: 0.759 -0.262 -0.788 -0.154 -0.086 -0.454 -0.783 0.199 0.180 0.186 0.425 0.437 0.447 0.405 0.487

=====

ORCA calculation (ωB97M-V with the def2-TZVPD basis set) on a cluster of 2 separate species, C5H11O2 in total at a distorted geometry.

Cartesian coordinates (Å):
C: 1.08432 0.68005 -0.40808
C: 1.98734 -0.42063 -1.07528
C: -0.19242 0.87913 -1.27800
O: -1.28680 0.68247 -0.69085
O: -0.06252 1.48496 -2.37627
H: 0.95010 0.39813 0.63636
H: 1.65002 1.60924 -0.34088
H: 2.78832 -0.02800 -1.71562
H: 1.29148 -1.00854 -1.69265
H: 2.58765 -1.02862 -0.39292
C: -1.54213 -1.03285 2.46379
C: -0.14130 -1.63097 2.41276
H: -1.72336 -0.24821 3.21030
H: -1.95121 -0.57709 1.57068
H: -2.25097 -1.84995 2.71704
H: 0.27979 -1.69338 3.41396
H: 0.46743 -0.97986 1.78017
H: -0.05212 -2.64601 2.01780

Calculated values
**E_tot**: -347.46699 Eh
**LUMO (spin up / spin down)**: 6.78 / 6.69 eV
**Net charge**: -2
**Gap between HOMO and LUMO (spin up / spin down)**: 2.509 / 7.887 eV
**Multiplicity**: 2

Let us look at the natural (NBO) charges, expressed in e, one per atom: -0.513 -0.643 0.749 -0.795 -0.819 0.199 0.178 0.173 0.205 0.179 -0.755 -1.180 0.173 0.226 0.158 0.125 0.182 0.160